The following is a quantum chemistry calculation of a 13-piece molecular cluster, C70H170N12O13 overall, from the OMol25 dataset.

Bonds (Å) are listed after each position.
Element x y z (Å)
1 C -1.687 6.742 9.776  C2 1.510, H7 1.090, H8 1.090, H9 1.090
2 C -1.851 5.749 8.651  C1 1.510, C3 1.596, N6 1.451, H10 1.090
3 C -0.861 5.996 7.424  C2 1.596, O4 1.475, H11 1.090, H12 1.090
4 O -1.244 7.203 6.668  C3 1.475, C5 1.407
5 C -2.442 7.075 5.941  O4 1.407, H13 1.090, H14 1.090, H15 1.090
6 N -1.594 4.435 9.211  C2 1.451, H16 1.010, H17 1.010
7 H -2.592 6.605 10.368  C1 1.090
8 H -1.783 7.806 9.558  C1 1.090
9 H -0.877 6.671 10.502  C1 1.090
10 H -2.889 5.688 8.323  C2 1.090
11 H -0.759 5.129 6.772  C3 1.090
12 H 0.165 6.106 7.775  C3 1.090
13 H -2.252 6.428 5.084  C5 1.090
14 H -2.715 8.118 5.784  C5 1.090
15 H -3.260 6.727 6.572  C5 1.090
16 H -2.054 4.567 10.101  N6 1.010
17 H -2.269 3.769 8.864  N6 1.010
18 C -5.936 2.966 -4.900  C19 1.521, H24 1.090, H25 1.090, H26 1.090
19 C -5.115 3.662 -3.824  C18 1.521, C20 1.500, N23 1.427, H27 1.090
20 C -3.801 4.286 -4.189  C19 1.500, O21 1.470, H28 1.090, H29 1.090
21 O -2.835 3.288 -4.670  C20 1.470, C22 1.438
22 C -1.694 3.814 -5.369  O21 1.438, H30 1.090, H31 1.090, H32 1.090
23 N -5.920 4.653 -3.187  C19 1.427, H33 1.010, H34 1.010
24 H -6.854 2.578 -4.459  C18 1.090
25 H -5.358 2.134 -5.302  C18 1.090
26 H -6.245 3.585 -5.742  C18 1.090
27 H -4.910 2.920 -3.053  C19 1.090
28 H -3.317 4.961 -3.484  C20 1.090
29 H -3.822 4.938 -5.062  C20 1.090
30 H -0.947 3.028 -5.256  C22 1.090
31 H -1.315 4.724 -4.905  C22 1.090
32 H -1.819 3.916 -6.447  C22 1.090
33 H -5.998 5.453 -3.799  N23 1.010
34 H -6.899 4.407 -3.225  N23 1.010
35 C -2.520 -1.079 1.171  C36 1.557, H41 1.090, H42 1.090, H43 1.090
36 C -1.363 -0.296 1.859  C35 1.557, C37 1.568, N40 1.403, H44 1.090
37 C -0.810 0.861 0.957  C36 1.568, O38 1.396, H45 1.090, H46 1.090
38 O 0.391 1.359 1.466  C37 1.396, C39 1.414
39 C 0.932 2.537 0.902  O38 1.414, H47 1.090, H48 1.090, H49 1.090
40 N -1.941 0.418 2.918  C36 1.403, H50 1.010, H51 1.010
41 H -3.339 -0.417 0.888  C35 1.090
42 H -2.944 -1.871 1.787  C35 1.090
43 H -2.157 -1.603 0.287  C35 1.090
44 H -0.577 -0.986 2.167  C36 1.090
45 H -1.491 1.711 0.954  C37 1.090
46 H -0.651 0.516 -0.065  C37 1.090
47 H 0.399 3.448 1.176  C39 1.090
48 H 1.019 2.425 -0.178  C39 1.090
49 H 1.936 2.714 1.287  C39 1.090
50 H -1.139 0.950 3.225  N40 1.010
51 H -2.630 1.026 2.497  N40 1.010
52 C -8.812 -6.054 -2.589  C53 1.589, H58 1.090, H59 1.090, H60 1.090
53 C -9.135 -4.970 -3.705  C52 1.589, C54 1.528, N57 1.448, H61 1.090
54 C -9.578 -3.564 -3.301  C53 1.528, O55 1.400, H62 1.090, H63 1.090
55 O -10.758 -3.488 -2.552  C54 1.400, C56 1.389
56 C -11.903 -3.594 -3.331  O55 1.389, H64 1.090, H65 1.090, H66 1.090
57 N -7.820 -4.750 -4.269  C53 1.448, H67 1.010, H68 1.010
58 H -8.031 -5.701 -1.915  C52 1.090
59 H -8.383 -6.987 -2.953  C52 1.090
60 H -9.621 -6.433 -1.964  C52 1.090
61 H -9.845 -5.281 -4.472  C53 1.090
62 H -9.663 -2.962 -4.205  C54 1.090
63 H -8.844 -3.066 -2.668  C54 1.090
64 H -12.759 -3.314 -2.718  C56 1.090
65 H -11.997 -4.635 -3.641  C56 1.090
66 H -11.893 -2.953 -4.212  C56 1.090
67 H -7.423 -5.662 -4.446  N57 1.010
68 H -7.245 -4.429 -3.503  N57 1.010
69 C -1.087 -2.502 -8.328  C70 1.515, H75 1.090, H76 1.090, H77 1.090
70 C -0.720 -3.418 -9.478  C69 1.515, C71 1.549, N74 1.472, H78 1.090
71 C -0.039 -2.731 -10.688  C70 1.549, O72 1.462, H79 1.090, H80 1.090
72 O 0.092 -3.807 -11.669  C71 1.462, C73 1.408
73 C 0.404 -3.420 -12.986  O72 1.408, H81 1.090, H82 1.090, H83 1.090
74 N 0.179 -4.449 -8.934  C70 1.472, H84 1.010, H85 1.010
75 H -0.225 -1.981 -7.910  C69 1.090
76 H -1.606 -3.036 -7.532  C69 1.090
77 H -1.783 -1.763 -8.725  C69 1.090
78 H -1.648 -3.891 -9.800  C70 1.090
79 H 0.981 -2.386 -10.521  C71 1.090
80 H -0.614 -1.866 -11.019  C71 1.090
81 H -0.329 -2.673 -13.291  C73 1.090
82 H 0.520 -4.207 -13.731  C73 1.090
83 H 1.362 -2.900 -12.966  C73 1.090
84 H 0.415 -5.120 -9.651  N74 1.010
85 H -0.240 -4.980 -8.183  N74 1.010
86 C -8.061 -1.441 10.233  C87 1.574, H92 1.090, H93 1.090, H94 1.090
87 C -6.629 -1.964 9.842  C86 1.574, C88 1.567, N91 1.482, H95 1.090
88 C -6.657 -3.362 9.135  C87 1.567, O89 1.403, H96 1.090, H97 1.090
89 O -7.408 -4.398 9.709  C88 1.403, C90 1.434
90 C -6.827 -4.932 10.907  O89 1.434, H98 1.090, H99 1.090, H100 1.090
91 N -5.926 -0.917 9.064  C87 1.482, H101 1.010, H102 1.010
92 H -8.533 -2.096 10.966  C86 1.090
93 H -8.693 -1.225 9.372  C86 1.090
94 H -8.009 -0.531 10.831  C86 1.090
95 H -6.094 -2.152 10.773  C87 1.090
96 H -5.641 -3.753 9.198  C88 1.090
97 H -6.984 -3.197 8.108  C88 1.090
98 H -5.992 -5.611 10.735  C90 1.090
99 H -7.650 -5.457 11.393  C90 1.090
100 H -6.511 -4.147 11.593  C90 1.090
101 H -6.571 -0.431 8.456  N91 1.010
102 H -5.344 -1.381 8.381  N91 1.010
103 C -4.893 -11.724 -7.054  C104 1.568, H109 1.090, H110 1.090, H111 1.090
104 C -4.558 -10.277 -6.550  C103 1.568, C105 1.523, N108 1.458, H112 1.090
105 C -3.407 -10.328 -5.555  C104 1.523, O106 1.388, H113 1.090, H114 1.090
106 O -3.104 -9.012 -5.235  C105 1.388, C107 1.374
107 C -2.075 -8.821 -4.344  O106 1.374, H115 1.090, H116 1.090, H117 1.090
108 N -4.222 -9.453 -7.705  C104 1.458, H118 1.010, H119 1.010
109 H -5.512 -12.202 -6.295  C103 1.090
110 H -3.989 -12.291 -7.275  C103 1.090
111 H -5.378 -11.766 -8.029  C103 1.090
112 H -5.393 -9.793 -6.045  C104 1.090
113 H -2.549 -10.761 -6.070  C105 1.090
114 H -3.691 -10.921 -4.685  C105 1.090
115 H -1.079 -9.147 -4.646  C107 1.090
116 H -2.405 -9.261 -3.403  C107 1.090
117 H -2.037 -7.743 -4.193  C107 1.090
118 H -3.360 -9.006 -7.427  N108 1.010
119 H -3.909 -10.057 -8.451  N108 1.010
120 C 2.751 -4.088 6.722  C121 1.547, H126 1.090, H127 1.090, H128 1.090
121 C 2.553 -2.706 7.389  C120 1.547, C122 1.527, N125 1.468, H129 1.090
122 C 3.145 -1.492 6.677  C121 1.527, O123 1.430, H130 1.090, H131 1.090
123 O 4.523 -1.519 7.058  C122 1.430, C124 1.442
124 C 5.189 -0.376 6.483  O123 1.442, H132 1.090, H133 1.090, H134 1.090
125 N 1.108 -2.528 7.580  C121 1.468, H135 1.010, H136 1.010
126 H 3.812 -4.337 6.682  C120 1.090
127 H 2.309 -4.067 5.726  C120 1.090
128 H 2.321 -4.936 7.255  C120 1.090
129 H 3.005 -2.784 8.378  C121 1.090
130 H 2.659 -0.632 7.136  C122 1.090
131 H 2.934 -1.455 5.608  C122 1.090
132 H 5.461 -0.598 5.451  C124 1.090
133 H 6.081 -0.207 7.086  C124 1.090
134 H 4.622 0.551 6.397  C124 1.090
135 H 1.038 -1.803 8.280  N125 1.010
136 H 0.694 -2.128 6.750  N125 1.010
137 C 11.682 10.717 0.628  C138 1.514, H148 1.090, H149 1.090, H150 1.090
138 C 11.651 9.694 1.744  C137 1.514, C139 1.544, N143 1.476, C147 1.559
139 C 10.184 9.736 2.223  C138 1.544, C140 1.571, H151 1.090, H152 1.090
140 C 9.866 8.645 3.308  C139 1.571, C141 1.535, H153 1.090, H154 1.090
141 C 10.264 7.242 2.829  C140 1.535, C142 1.583, H155 1.090, H156 1.090
142 C 11.693 7.134 2.156  C141 1.583, N143 1.531, C145 1.557, C146 1.510
143 N 11.972 8.339 1.253  C138 1.476, C142 1.531, O144 1.402
144 O 13.128 8.339 0.459  N143 1.402, H166 0.960
145 C 12.763 6.925 3.267  C142 1.557, H157 1.090, H158 1.090, H159 1.090
146 C 11.564 5.894 1.304  C142 1.510, H160 1.090, H161 1.090, H162 1.090
147 C 12.563 10.107 2.939  C138 1.559, H163 1.090, H164 1.090, H165 1.090
148 H 11.035 10.543 -0.232  C137 1.090
149 H 12.679 10.690 0.191  C137 1.090
150 H 11.583 11.716 1.053  C137 1.090
151 H 9.856 10.763 2.381  C139 1.090
152 H 9.541 9.482 1.380  C139 1.090
153 H 8.805 8.602 3.553  C140 1.090
154 H 10.413 8.934 4.206  C140 1.090
155 H 9.470 6.906 2.162  C141 1.090
156 H 10.288 6.481 3.610  C141 1.090
157 H 12.432 7.271 4.246  C145 1.090
158 H 12.853 5.870 3.526  C145 1.090
159 H 13.770 7.259 3.018  C145 1.090
160 H 11.124 5.156 1.975  C146 1.090
161 H 10.957 6.044 0.411  C146 1.090
162 H 12.539 5.518 0.995  C146 1.090
163 H 12.336 11.081 3.372  C147 1.090
164 H 13.615 10.084 2.655  C147 1.090
165 H 12.567 9.470 3.823  C147 1.090
166 H 12.721 8.451 -0.404  O144 0.960
167 C -4.136 -9.985 6.031  C168 1.560, H178 1.090, H179 1.090, H180 1.090
168 C -4.597 -11.460 6.244  C167 1.560, C169 1.510, N173 1.514, C177 1.546
169 C -3.415 -12.197 6.828  C168 1.510, C170 1.495, H181 1.090, H182 1.090
170 C -3.679 -13.599 7.275  C169 1.495, C171 1.519, H183 1.090, H184 1.090
171 C -4.826 -13.564 8.269  C170 1.519, C172 1.601, H185 1.090, H186 1.090
172 C -6.149 -12.782 7.817  C171 1.601, N173 1.506, C175 1.552, C176 1.606
173 N -5.695 -11.448 7.286  C168 1.514, C172 1.506, O174 1.362
174 O -6.758 -10.674 6.931  N173 1.362, H196 0.960
175 C -6.945 -13.719 6.870  C172 1.552, H187 1.090, H188 1.090, H189 1.090
176 C -6.971 -12.640 9.190  C172 1.606, H190 1.090, H191 1.090, H192 1.090
177 C -4.961 -12.096 4.882  C168 1.546, H193 1.090, H194 1.090, H195 1.090
178 H -3.184 -9.766 5.548  C167 1.090
179 H -3.860 -9.597 7.012  C167 1.090
180 H -4.851 -9.289 5.593  C167 1.090
181 H -2.559 -12.330 6.167  C169 1.090
182 H -2.982 -11.751 7.724  C169 1.090
183 H -2.848 -14.197 7.649  C170 1.090
184 H -4.012 -14.200 6.429  C170 1.090
185 H -4.461 -13.016 9.138  C171 1.090
186 H -5.184 -14.581 8.427  C171 1.090
187 H -6.281 -14.382 6.315  C175 1.090
188 H -7.670 -14.376 7.350  C175 1.090
189 H -7.401 -13.071 6.122  C175 1.090
190 H -6.979 -13.526 9.825  C176 1.090
191 H -6.508 -12.013 9.952  C176 1.090
192 H -8.026 -12.398 9.064  C176 1.090
193 H -5.369 -13.100 5.002  C177 1.090
194 H -4.105 -12.159 4.210  C177 1.090
195 H -5.689 -11.506 4.325  C177 1.090
196 H -6.730 -9.958 7.570  O174 0.960
197 C 7.849 -2.306 -3.910  C198 1.579, H208 1.090, H209 1.090, H210 1.090
198 C 6.821 -1.483 -4.782  C197 1.579, C199 1.545, N203 1.426, C207 1.592
199 C 7.324 -0.036 -4.978  C198 1.545, C200 1.533, H211 1.090, H212 1.090
200 C 8.485 0.218 -5.946  C199 1.533, C201 1.541, H213 1.090, H214 1.090
201 C 8.168 -0.399 -7.323  C200 1.541, C202 1.601, H215 1.090, H216 1.090
202 C 7.665 -1.909 -7.158  C201 1.601, N203 1.492, C205 1.538, C206 1.568
203 N 6.624 -2.007 -6.094  C198 1.426, C202 1.492, O204 1.393
204 O 6.024 -3.264 -6.064  N203 1.393, H226 0.960
205 C 7.035 -2.188 -8.533  C202 1.538, H217 1.090, H218 1.090, H219 1.090
206 C 8.881 -2.885 -6.989  C202 1.568, H220 1.090, H221 1.090, H222 1.090
207 C 5.460 -1.402 -3.958  C198 1.592, H223 1.090, H224 1.090, H225 1.090
208 H 7.728 -1.918 -2.898  C197 1.090
209 H 8.854 -2.126 -4.290  C197 1.090
210 H 7.664 -3.380 -3.912  C197 1.090
211 H 6.568 0.685 -5.290  C199 1.090
212 H 7.756 0.294 -4.034  C199 1.090
213 H 9.310 -0.341 -5.504  C200 1.090
214 H 8.624 1.299 -5.961  C200 1.090
215 H 9.086 -0.310 -7.904  C201 1.090
216 H 7.411 0.300 -7.678  C201 1.090
217 H 7.750 -2.213 -9.356  C205 1.090
218 H 6.518 -3.145 -8.595  C205 1.090
219 H 6.338 -1.393 -8.797  C205 1.090
220 H 9.674 -2.556 -6.318  C206 1.090
221 H 8.539 -3.883 -6.715  C206 1.090
222 H 9.429 -2.985 -7.926  C206 1.090
223 H 4.913 -0.531 -4.319  C207 1.090
224 H 5.619 -1.177 -2.904  C207 1.090
225 H 4.794 -2.263 -3.905  C207 1.090
226 H 5.162 -3.024 -6.413  O204 0.960
227 C 4.772 12.140 -4.809  C228 1.510, H238 1.090, H239 1.090, H240 1.090
228 C 3.774 11.016 -4.949  C227 1.510, C229 1.583, N233 1.498, C237 1.584
229 C 2.987 10.885 -3.582  C228 1.583, C230 1.502, H241 1.090, H242 1.090
230 C 1.949 11.955 -3.399  C229 1.502, C231 1.526, H243 1.090, H244 1.090
231 C 0.936 12.058 -4.536  C230 1.526, C232 1.610, H245 1.090, H246 1.090
232 C 1.645 12.075 -5.982  C231 1.610, N233 1.504, C235 1.447, C236 1.516
233 N 2.813 11.135 -6.093  C228 1.498, C232 1.504, O234 1.383
234 O 3.361 11.151 -7.363  N233 1.383, H256 0.960
235 C 0.625 11.657 -6.919  C232 1.447, H247 1.090, H248 1.090, H249 1.090
236 C 2.095 13.507 -6.193  C232 1.516, H250 1.090, H251 1.090, H252 1.090
237 C 4.609 9.675 -5.059  C228 1.584, H253 1.090, H254 1.090, H255 1.090
238 H 5.311 12.083 -3.864  C227 1.090
239 H 5.456 12.123 -5.658  C227 1.090
240 H 4.320 13.132 -4.806  C227 1.090
241 H 2.452 9.945 -3.449  C229 1.090
242 H 3.758 10.827 -2.815  C229 1.090
243 H 1.428 11.883 -2.445  C230 1.090
244 H 2.544 12.850 -3.216  C230 1.090
245 H 0.253 12.899 -4.420  C231 1.090
246 H 0.230 11.231 -4.464  C231 1.090
247 H -0.160 12.413 -6.899  C235 1.090
248 H 0.212 10.709 -6.576  C235 1.090
249 H 1.034 11.525 -7.921  C235 1.090
250 H 1.288 14.145 -6.553  C236 1.090
251 H 2.837 13.652 -6.978  C236 1.090
252 H 2.532 13.948 -5.297  C236 1.090
253 H 5.290 9.688 -5.909  C237 1.090
254 H 5.174 9.395 -4.169  C237 1.090
255 H 3.908 8.879 -5.310  C237 1.090
256 H 3.293 10.236 -7.643  O234 0.960
257 C -9.192 1.375 3.035  C258 1.515, H260 1.090, H261 1.090, H262 1.090
258 C -8.643 2.785 3.122  C257 1.515, O259 1.432, H263 1.090, H264 1.090
259 O -7.313 2.779 2.593  C258 1.432, H265 0.960
260 H -10.187 1.298 3.473  C257 1.090
261 H -8.566 0.683 3.597  C257 1.090
262 H -9.217 0.914 2.048  C257 1.090
263 H -8.583 3.143 4.150  C258 1.090
264 H -9.309 3.467 2.594  C258 1.090
265 H -7.305 3.156 1.709  O259 0.960

Computed properties:
spin multiplicity: 1
HOMO-LUMO gap: 8.5 eV